{"formula": "C5H12NO2", "method": "ωB97M-V/def2-TZVPD", "lumo_ev": -5.05, "total_charge": 1, "homo_lumo_gap_ev": 9.900, "homo_ev": -14.947, "species": ["O", "O", "N", "C", "C", "C", "C", "C", "H", "H", "H", "H", "H", "H", "H", "H", "H", "H", "H", "H"], "positions_angstrom": [[1.642700, 0.962470, -0.526174], [-0.384271, 1.127155, -2.185024], [0.228487, -1.314506, -0.012518], [-2.096355, 1.040825, -0.398076], [0.411131, 1.152233, 1.452832], [0.471019, 0.823123, -0.010081], [1.395124, -1.705311, -0.785849], [-0.682328, 1.039229, -1.006399], [0.902181, 2.070156, 1.584252], [1.174603, -1.412269, -1.833341], [0.836345, 0.305782, 2.021643], [-0.718345, -1.289313, -0.403777], [1.533267, -2.809738, -0.511699], [-0.674876, 1.235557, 1.790019], [1.536416, 1.075222, -1.516687], [2.282435, -1.093690, -0.353459], [-2.677598, 0.458250, -0.996442], [-2.128936, 0.619874, 0.540159], [0.134167, -1.675216, 0.907818], [-2.241155, 2.028055, -0.434469]], "atomic_forces_ev_per_a": [[0.11, 0.40, -1.10], [-0.26, 0.06, 1.61], [-1.32, 2.90, -0.45], [3.95, -1.69, -1.42], [-2.58, -2.10, 0.06], [0.16, -0.29, 0.49], [0.59, -0.68, 1.35], [-0.24, -1.12, -0.27], [0.84, 1.14, 0.49], [0.60, -0.80, 0.54], [0.20, 0.82, -0.08], [0.77, -0.74, -0.44], [0.27, 1.47, -1.32], [1.56, 0.03, -0.39], [0.09, -0.18, 0.64], [-1.30, -1.25, -0.99], [-2.05, -1.01, -2.05], [0.07, -0.49, 2.25], [0.34, -0.37, 0.90], [-1.79, 3.89, 0.19]]}



{"formula": "C13H14CoN2O4", "method": "ωB97M-V/def2-TZVPD", "lumo_ev": [-7.57, -10.94], "s2": 3.8103, "total_charge": 2, "homo_lumo_gap_ev": [9.718, 6.215], "homo_ev": [-17.289, -17.154], "spin_multiplicity": 4, "species": ["Co", "O", "O", "O", "O", "N", "N", "C", "C", "C", "C", "C", "C", "C", "C", "C", "C", "C", "C", "C", "H", "H", "H", "H", "H", "H", "H", "H", "H", "H", "H", "H", "H", "H"], "positions_angstrom": [[-0.095258, -1.564844, -4.096468], [-0.770981, -2.005507, 0.811213], [-2.195411, -1.628397, -6.114673], [-0.058835, 4.044222, -6.165986], [2.137959, -1.839500, -5.943570], [0.614953, -0.061879, -2.518322], [-0.413083, -0.334746, 2.307000], [-0.258197, 3.103656, -5.360848], [0.508196, -0.193007, -0.086700], [-2.689718, -1.141176, 2.979810], [1.704863, 0.699424, -2.301704], [-1.206962, -1.017607, 3.294729], [-0.249484, -0.874298, 1.046609], [1.692242, 0.520986, 0.114161], [-0.004744, -0.464913, -1.359264], [-0.103704, 1.095998, 2.615602], [0.975050, 1.223103, 3.682073], [1.228398, -1.971060, -5.004601], [-1.526961, -1.892729, -5.134423], [2.295072, 1.010689, -1.061883], [1.863849, 0.654536, 3.400434], [1.241866, 2.277050, 3.778111], [-3.194871, -1.628539, 3.828592], [2.172944, 0.673901, 1.102212], [-0.908845, -1.008894, -1.435315], [-2.854589, -1.765812, 2.086376], [-3.165513, -0.156020, 2.819812], [2.173462, 1.106284, -3.236521], [3.223658, 1.580839, -0.979961], [0.187369, 1.626991, 1.684819], [-1.079433, -0.462273, 4.223689], [-1.053270, 1.555844, 2.970944], [-0.803679, -2.020525, 3.410131], [0.613650, 0.858215, 4.643906]], "atomic_forces_ev_per_a": [[-1.79, 2.32, 4.84], [1.13, 2.81, 1.01], [4.66, -2.32, 7.39], [-1.77, -8.28, 7.11], [-8.59, -1.49, 9.15], [-0.66, -0.67, 2.23], [-0.48, 1.67, 0.12], [1.78, 8.25, -7.10], [-0.69, -0.42, 1.08], [-1.20, 0.08, -0.68], [1.13, 0.69, -1.57], [0.45, -0.40, 0.79], [-0.52, -2.88, -2.01], [0.52, 0.25, -1.19], [1.73, 1.00, -0.45], [-0.48, 0.31, -0.85], [0.13, -0.24, 0.14], [12.47, 0.31, -12.18], [-6.30, 2.02, -8.96], [-0.68, -0.54, 0.66], [0.01, 0.10, 0.10], [-0.07, -0.10, 0.01], [0.34, 0.24, -0.24], [-0.49, -0.14, -0.82], [-0.77, -0.57, -0.13], [0.13, 0.27, 0.42], [0.27, -0.39, 0.14], [-0.35, -0.52, 1.04], [-0.40, -0.15, -0.39], [-0.27, -0.54, 0.60], [0.04, -0.08, -0.05], [0.44, -0.44, -0.15], [0.12, -0.22, -0.03], [0.15, 0.08, -0.02]]}



{"formula": "C46H50F8N5O", "method": "ωB97M-V/def2-TZVPD", "lumo_ev": -2.86, "total_charge": 1, "homo_lumo_gap_ev": 7.889, "homo_ev": -10.753, "species": ["F", "F", "F", "F", "F", "F", "F", "F", "O", "N", "N", "N", "N", "N", "C", "C", "C", "C", "C", "C", "C", "C", "C", "C", "C", "C", "C", "C", "C", "C", "C", "C", "C", "C", "C", "C", "C", "C", "C", "C", "C", "C", "C", "C", "C", "C", "C", "C", "C", "C", "C", "C", "C", "C", "C", "C", "C", "C", "C", "C", "H", "H", "H", "H", "H", "H", "H", "H", "H", "H", "H", "H", "H", "H", "H", "H", "H", "H", "H", "H", "H", "H", "H", "H", "H", "H", "H", "H", "H", "H", "H", "H", "H", "H", "H", "H", "H", "H", "H", "H", "H", "H", "H", "H", "H", "H", "H", "H", "H", "H"], "positions_angstrom": [[1.658988, 5.221023, -2.279884], [5.651348, 5.001784, -2.640897], [2.866144, 5.942320, -3.990664], [3.056326, 2.739299, -2.635883], [0.421329, 5.135203, -4.566020], [1.922566, 3.865449, -5.485536], [4.271564, 3.735710, -4.097980], [4.103191, 5.531121, -1.173850], [4.583101, 3.620688, 0.318354], [0.798850, -1.656756, 3.079305], [1.307465, 2.946340, 2.752549], [0.851124, 0.721531, 3.204257], [2.094084, -0.209441, 1.686085], [2.296458, 1.137810, 1.541401], [-2.625688, 2.812500, 6.976918], [-6.626017, -4.035532, -1.766829], [2.387722, 4.874726, -3.349753], [-4.847825, -6.030710, -2.519186], [-0.093151, -8.913323, -5.078597], [1.503448, 1.662373, 2.488287], [-4.580398, -5.246477, -1.404530], [4.577127, 4.512310, -1.928404], [-7.834492, -0.279604, -0.733562], [0.147415, -4.991978, -0.354123], [8.148865, 9.295214, -0.451560], [-0.681395, -3.992718, 0.140980], [3.571508, 3.951520, -2.981800], [5.159919, 3.436314, -0.968613], [-0.066020, -10.269378, -4.781285], [7.088078, 7.139607, -0.588368], [-1.000302, -8.453667, -2.899662], [8.076557, 7.870664, 1.482545], [-0.512817, -10.718493, -3.545700], [-1.039440, 1.371111, 8.069421], [-0.957220, 1.658516, 5.682066], [1.910205, 4.125959, 2.122665], [-8.664488, 0.720867, -0.245830], [-0.453765, 1.086063, 6.843586], [7.397883, 6.908850, 0.746539], [-6.001603, -5.813297, -3.260766], [-2.115188, -5.660442, 1.113232], [8.449287, 9.065803, 0.883976], [-6.889673, -4.813349, -2.886166], [7.468295, 8.334111, -1.186459], [4.445942, 2.401404, 1.033066], [-7.228007, 2.386822, -1.218116], [-2.042661, 2.524909, 5.750203], [-6.400608, 1.386171, -1.710392], [1.248236, -0.424981, 2.660658], [3.169635, 1.672130, 0.501195], [-0.156323, -6.324327, -0.113531], [-1.284841, -6.658725, 0.623784], [-6.704493, 0.052887, -1.469639], [-0.558343, -8.004998, -4.137323], [-0.981385, -9.810689, -2.605592], [-5.471053, -4.250543, -1.027393], [-8.362155, 2.053648, -0.489933], [1.367482, 4.199189, -4.327603], [-2.126782, 2.232563, 8.135536], [-1.814919, -4.326908, 0.870071], [-2.997797, -5.921463, 1.683653], [0.487308, -7.103924, -0.501089], [2.525882, -0.925479, 1.117768], [7.233656, 8.515578, -2.228084], [8.975086, 9.818184, 1.458148], [-0.501203, 1.428479, 4.725248], [1.989117, 4.061639, 1.037493], [0.396710, 0.415673, 6.793011], [-3.470125, 3.488182, 7.030156], [-2.584903, 2.452729, 9.091259], [-7.787504, -4.641043, -3.466334], [-6.989461, 3.426856, -1.403237], [-5.518528, 1.646060, -2.282898], [-2.434596, 2.975764, 4.845773], [-6.209253, -6.423205, -4.131019], [-1.518179, -7.698696, 0.814845], [-0.576875, -6.946599, -4.368049], [5.351663, 1.783680, 0.988989], [0.056485, -1.417304, 3.741599], [-3.678951, -5.411593, -0.829261], [2.861712, 4.361565, 2.612933], [3.502180, 0.819861, -0.106982], [0.249120, -8.564195, -6.044904], [-4.155910, -6.812059, -2.810839], [2.584315, 2.313708, -0.162530], [4.255861, 2.705277, 2.068558], [8.314839, 7.689195, 2.523345], [-9.011118, 2.833701, -0.111848], [0.302580, -10.976919, -5.513254], [-0.648943, 0.922237, 8.974035], [8.445971, 10.224655, -0.920852], [-1.331730, -10.161545, -1.642244], [-0.444363, -2.949586, -0.045017], [0.678723, 3.129880, 3.524832], [0.282874, -2.028967, 2.270940], [1.248973, 4.976090, 2.326076], [5.051563, 2.418678, -1.364016], [0.854290, 3.376134, -3.814723], [-5.264803, -3.640435, -0.155260], [-7.321430, -3.260350, -1.470495], [1.028693, -4.732275, -0.927971], [-8.069522, -1.318814, -0.540741], [-1.361408, -7.745063, -2.164678], [-9.547524, 0.461482, 0.324679], [-2.466104, -3.547709, 1.249301], [-6.059712, -0.728166, -1.855575], [6.547614, 6.395586, -1.154541], [6.234000, 3.667516, -0.891192], [7.107639, 5.975322, 1.215716], [-0.496004, -11.776493, -3.315977]], "atomic_forces_ev_per_a": [[0.21, 0.15, 0.55], [-0.89, -0.17, 0.27], [0.32, 0.55, 0.43], [-0.10, 0.06, 0.73], [-0.03, 0.18, -0.11], [0.27, -0.35, -0.18], [0.08, -0.15, -0.32], [-0.32, -0.35, -0.76], [0.08, -0.90, -0.17], [-0.97, 0.68, -0.94], [-0.02, 0.55, -0.31], [0.76, -0.27, -0.73], [0.97, -1.63, -1.18], [0.10, -0.16, -0.06], [-0.03, 0.03, -0.01], [0.00, 0.03, 0.00], [-0.55, -0.78, -1.47], [0.00, 0.00, -0.01], [0.02, 0.01, 0.00], [-0.53, 1.02, 0.87], [-0.01, -0.02, -0.05], [1.44, -0.31, 0.65], [0.03, 0.04, -0.02], [0.04, 0.05, 0.02], [0.00, 0.00, -0.02], [0.02, -0.02, 0.08], [-0.17, 0.72, -0.48], [0.51, 0.68, 0.18], [-0.01, 0.01, 0.01], [0.07, 0.07, 0.16], [-0.03, -0.01, -0.02], [-0.01, -0.03, 0.03], [0.01, 0.00, 0.00], [0.00, -0.02, 0.02], [-0.05, 0.14, -0.07], [-0.20, 0.43, 0.52], [0.00, -0.01, 0.01], [0.01, 0.00, -0.02], [-0.03, -0.01, -0.04], [0.00, 0.01, 0.01], [0.04, -0.02, 0.11], [0.01, 0.00, 0.00], [0.01, -0.01, 0.00], [-0.03, -0.03, -0.04], [-1.01, 0.80, 0.08], [0.01, -0.01, 0.00], [0.05, -0.01, 0.04], [0.00, 0.01, 0.03], [-1.04, 0.71, 1.40], [0.67, -0.43, -0.28], [0.06, -0.02, 0.01], [0.00, 0.03, 0.00], [0.03, -0.04, 0.02], [0.01, 0.01, 0.01], [0.01, 0.01, 0.02], [0.02, 0.01, 0.00], [0.00, 0.01, 0.02], [-0.52, 0.36, 1.11], [0.02, 0.00, -0.02], [0.05, 0.10, 0.11], [0.01, 0.01, -0.02], [-0.01, 0.02, 0.00], [0.20, 0.39, -0.10], [0.00, 0.00, 0.02], [0.00, -0.02, -0.01], [-0.19, 0.01, 0.29], [0.18, -0.19, 0.22], [-0.01, 0.01, 0.01], [0.01, -0.02, 0.00], [0.01, 0.00, -0.02], [0.01, -0.01, 0.02], [-0.02, -0.02, -0.01], [-0.02, -0.01, -0.01], [-0.03, -0.02, 0.02], [0.00, 0.01, 0.02], [0.00, 0.02, -0.01], [-0.01, -0.02, 0.00], [-0.23, 0.05, -0.03], [0.30, -0.43, 0.28], [-0.05, -0.01, -0.08], [-0.03, -0.05, -0.44], [-0.39, 0.08, 0.16], [0.00, -0.01, 0.02], [-0.01, 0.01, 0.00], [0.23, 0.05, 0.21], [0.26, -0.22, -0.13], [0.00, 0.01, -0.02], [0.01, -0.02, -0.01], [-0.02, 0.01, 0.01], [-0.01, 0.01, -0.02], [-0.01, -0.02, 0.01], [0.00, 0.00, -0.02], [-0.06, 0.00, -0.10], [0.10, -0.25, -0.07], [0.42, -0.74, 0.34], [0.08, -0.27, -0.05], [-0.14, 0.25, 0.05], [0.31, -0.24, -0.40], [-0.02, -0.01, -0.01], [0.00, -0.02, -0.03], [-0.02, -0.03, -0.01], [-0.02, 0.02, 0.00], [-0.03, -0.01, -0.03], [0.01, 0.01, -0.02], [-0.02, -0.03, -0.03], [-0.03, 0.00, 0.00], [0.10, 0.10, 0.00], [-0.24, -0.14, -0.16], [-0.01, 0.02, 0.01], [0.00, 0.02, 0.00]]}



{"formula": "C7H12NO3P", "method": "ωB97M-V/def2-TZVPD", "lumo_ev": 0.61, "total_charge": 0, "smiles": "CCC(=O)N1C(=O)O[C@H](P)[C@H]1C", "homo_lumo_gap_ev": 10.245, "homo_ev": -9.634, "species": ["P", "O", "O", "O", "N", "C", "C", "C", "C", "C", "C", "C", "H", "H", "H", "H", "H", "H", "H", "H", "H", "H", "H", "H"], "positions_angstrom": [[-3.691166, 0.124155, 1.122353], [-0.230424, 2.600260, -0.509520], [1.647450, -0.944622, 0.669019], [-2.119646, 1.310359, -0.507948], [-0.036669, 0.308875, -0.043458], [-2.408202, -0.058212, -0.323121], [2.202077, 1.320022, 0.139991], [-0.825784, -1.962580, -1.175461], [1.283448, 0.120189, 0.237157], [-0.826104, -0.920642, -0.105231], [3.641642, 0.824195, 0.325648], [-0.770783, 1.538493, -0.303789], [-1.770776, -2.588200, -1.084865], [-3.061995, -0.489739, -1.078970], [-0.817752, -1.598257, -2.158219], [4.462214, 1.569881, 0.438949], [4.020016, 0.067903, -0.480314], [1.989697, 1.873401, -0.700062], [-0.955028, -1.251377, 0.945298], [-3.244226, -0.389248, 2.431585], [-4.273319, -1.107903, 0.969779], [1.920024, 2.014502, 0.879187], [3.762320, 0.330042, 1.333071], [0.102997, -2.691488, -1.021080]], "atomic_forces_ev_per_a": [[0.29, -0.21, 0.67], [-1.17, -1.15, 0.90], [0.02, -0.73, -0.39], [2.65, 0.13, -0.34], [-2.54, -0.17, -1.52], [0.98, -1.42, 3.02], [1.39, -2.26, 0.89], [1.75, -3.05, 1.71], [1.15, 1.53, 1.01], [-5.25, 2.94, 1.51], [1.91, -1.09, 0.34], [1.39, 0.02, -1.78], [1.20, 0.73, 0.16], [0.52, 0.23, -0.58], [0.21, 0.80, -1.35], [-0.98, 0.17, -0.67], [-0.99, 1.34, 1.43], [-0.10, 0.93, -2.38], [0.42, -0.58, -0.94], [0.61, 0.50, -1.07], [-0.68, -0.87, -0.43], [-0.30, 0.73, 1.43], [-0.53, 0.02, -1.16], [-1.96, 1.46, -0.46]]}



no.,E_tot (hartree)
1,-402.6311
2,-2296.2087
3,-2930.5204
4,-895.6936